No. 1
A structure of composition C48H95AsF9N2O25PS6, computed with ωB97M-V/def2-TZVPD.

```
187
Properties=species:S:1:pos:R:3:forces:R:3
C -18.86189 -33.81052 -5.64967 -0.827 1.128 0.343
C -19.41703 -34.98934 -4.86651 1.799 -1.091 -0.436
C -20.63168 -35.59921 -5.51278 -0.301 1.224 -0.892
O -21.22453 -36.60792 -4.74376 -0.197 0.410 -0.393
C -22.34301 -37.15176 -5.42330 0.743 -1.121 0.987
N -18.33262 -36.01562 -4.79086 -1.437 -0.009 -0.127
H -17.46963 -35.63382 -4.30231 1.010 0.224 0.089
H -18.51257 -36.74434 -4.03659 0.533 -0.317 0.531
H -18.07086 -36.49835 -5.64879 -0.272 0.362 -0.115
H -17.90949 -33.45336 -5.25785 0.127 -0.386 0.079
H -19.54822 -32.97041 -5.47874 -0.004 0.045 -0.268
H -18.77308 -33.95135 -6.72645 -0.038 -0.395 0.042
H -19.54607 -34.71289 -3.82074 -0.412 0.078 -0.016
H -20.36799 -35.87961 -6.54289 0.295 -0.807 0.250
H -21.34545 -34.79289 -5.76614 -0.264 0.088 0.658
H -23.05039 -36.39092 -5.75388 0.020 0.033 -0.206
H -22.80169 -37.82580 -4.69553 -0.307 0.254 -0.004
H -21.98521 -37.83001 -6.20470 -0.203 0.433 -0.507
C -13.95551 -35.55530 -6.93542 0.649 0.041 0.239
C -14.04089 -36.83682 -6.10419 -0.337 0.406 0.376
C -12.87652 -37.77240 -6.32446 0.466 -0.561 0.172
O -12.90707 -38.84770 -5.38661 -0.674 0.109 -0.274
C -12.05284 -39.91732 -5.72858 0.315 -0.038 0.424
N -14.05127 -36.44300 -4.67730 0.086 0.546 -1.153
H -14.79329 -35.73052 -4.46855 -0.583 0.134 0.317
H -14.39597 -37.12368 -3.95203 -0.036 -1.095 0.742
H -13.14448 -36.05388 -4.43585 -0.055 -0.141 0.335
H -13.09524 -34.96159 -6.60914 0.159 -0.165 -0.135
H -14.81984 -34.91084 -6.78102 -0.255 -0.300 -0.095
H -13.81470 -35.77837 -7.99256 -0.124 0.017 -0.033
H -14.98838 -37.31978 -6.34384 0.021 -0.257 0.167
H -11.90822 -37.28417 -6.14575 -0.143 0.421 -0.368
H -12.89492 -38.16196 -7.34541 0.034 0.105 -0.082
H -11.71877 -40.34028 -4.77861 0.193 -0.090 -0.163
H -11.18176 -39.56632 -6.29560 0.033 0.012 0.036
H -12.53859 -40.71186 -6.30070 -0.276 0.156 -0.120
P -16.32162 -36.68605 -2.43352 -2.545 -0.647 1.863
O -17.72283 -37.32707 -2.76884 0.750 -0.329 -0.015
O -15.18290 -37.73862 -2.60586 0.701 0.482 -0.992
O -16.33683 -36.12343 -1.00122 0.795 0.063 -1.049
O -16.17742 -35.53536 -3.51854 0.783 0.480 -0.411
As -17.60311 -37.06697 -8.64876 -0.337 0.178 0.180
F -16.99112 -35.62102 -7.87038 0.134 -0.343 -0.116
F -17.46340 -36.28243 -10.19427 0.401 -0.097 0.098
F -18.22672 -38.47725 -9.44992 0.113 0.300 0.222
F -17.74526 -37.86078 -7.09395 -0.192 0.211 -0.261
F -19.20939 -36.38779 -8.47041 0.319 -0.394 -0.078
F -15.96860 -37.73062 -8.70358 -0.356 0.432 -0.411
C -6.66201 -40.70538 -9.06713 -0.029 0.037 -0.938
C -7.50140 -41.74662 -8.34636 -0.233 -0.074 -0.178
C -8.29708 -40.86166 -7.36607 0.288 -0.411 0.055
O -8.17735 -39.52949 -7.85674 -0.432 0.534 0.075
C -7.65308 -39.55741 -9.18947 0.282 0.379 1.283
H -6.22815 -40.97081 -10.03436 -0.124 -0.385 0.085
H -5.83900 -40.45585 -8.39470 -0.020 0.476 -0.143
H -6.87074 -42.48602 -7.85619 -0.195 -0.100 0.087
H -8.19368 -42.24741 -9.02664 0.143 -0.091 -0.051
H -7.86290 -40.92172 -6.36555 -0.053 0.261 0.032
H -9.34580 -41.15579 -7.28682 -0.034 0.041 -0.101
H -7.20704 -38.57753 -9.36879 0.194 -0.095 0.040
H -8.48430 -39.64976 -9.89689 0.243 -0.562 -0.198
O -10.75942 -35.76322 -7.78881 0.207 0.964 -0.694
S -10.20859 -35.20563 -8.99277 1.081 -1.203 -0.590
O -10.93711 -35.28833 -10.23729 0.193 0.544 0.681
O -9.67983 -33.72755 -8.68845 -1.190 -0.579 0.201
C -9.17855 -32.93756 -9.77724 0.573 0.243 -0.458
C -9.33570 -31.47886 -9.37604 -0.105 -0.796 0.940
C -8.60383 -36.02801 -9.24579 -1.461 0.070 0.051
H -9.65419 -33.19334 -10.72550 -0.405 0.051 0.220
H -8.12364 -33.21559 -9.88787 0.042 0.212 0.025
H -8.88082 -30.80738 -10.09678 -0.135 0.092 -0.045
H -8.86696 -31.37682 -8.39265 0.359 0.213 -0.195
H -10.38120 -31.26530 -9.15318 -0.125 0.109 -0.621
H -8.23249 -35.90533 -10.25988 0.084 0.494 0.092
H -8.86243 -37.08047 -9.14298 0.227 -0.028 0.417
H -7.99509 -35.61888 -8.44568 0.393 -0.382 -0.093
O -6.17908 -31.47657 -3.19555 -0.284 -0.384 -0.010
S -7.32160 -32.24784 -2.79431 -0.748 -1.179 0.020
O -8.42324 -31.60981 -2.13268 0.591 -0.095 -0.005
O -7.89270 -32.96360 -4.11881 0.941 0.483 0.406
C -8.77476 -34.08593 -3.97841 -1.336 -0.954 -0.535
C -9.40115 -34.33455 -5.35047 0.484 0.965 0.605
C -6.81610 -33.71860 -1.82272 -0.605 1.094 -0.340
H -9.59873 -33.89217 -3.29119 0.338 0.290 0.314
H -8.26498 -35.00240 -3.67412 0.411 0.281 0.150
H -8.58823 -34.33697 -6.07840 -0.219 -0.219 -0.243
H -10.05085 -33.47689 -5.53402 -0.068 -0.138 -0.373
H -9.98628 -35.24702 -5.36886 0.082 -0.078 0.008
H -6.15016 -33.34315 -1.05087 0.147 -0.153 -0.055
H -6.38336 -34.46461 -2.48086 0.294 0.131 0.019
H -7.72594 -34.11379 -1.37641 -0.003 0.023 0.036
O -17.72344 -41.99675 -4.23999 0.499 -0.351 -0.997
S -16.68104 -41.48081 -5.08788 0.463 2.242 -0.220
O -15.36267 -42.07955 -5.12909 -0.723 -0.509 0.071
O -17.23191 -41.39141 -6.61905 -0.207 -1.136 1.207
C -16.31815 -40.95569 -7.62194 -0.138 0.487 -0.944
C -16.95485 -41.22145 -8.96948 -0.725 -0.040 -0.347
C -16.44595 -39.72655 -4.75964 -0.157 -0.337 0.214
H -15.36875 -41.49076 -7.61767 0.008 0.001 0.584
H -16.16328 -39.87899 -7.50665 0.164 -0.091 0.112
H -17.05186 -42.29442 -9.14803 0.359 -0.016 -0.114
H -16.39579 -40.71895 -9.76163 0.271 -0.291 0.037
H -17.96670 -40.82729 -9.09264 0.113 0.170 0.507
H -16.83547 -39.44183 -3.77734 0.106 -0.079 0.054
H -16.98849 -39.14320 -5.50033 -0.008 -0.163 -0.005
H -15.37780 -39.53004 -4.81628 -0.015 0.065 0.032
O -11.27084 -33.54310 -1.68745 0.180 -1.238 -0.170
S -12.08123 -34.71415 -1.93464 -2.320 0.446 1.878
O -12.01730 -35.37311 -3.22254 0.802 0.305 0.552
O -11.83386 -35.78875 -0.73076 1.038 1.340 -1.351
C -12.40267 -37.09002 -0.89839 -0.870 -1.467 0.403
C -11.75403 -37.98448 0.14930 0.484 0.346 0.186
C -13.77876 -34.31187 -1.47180 0.411 0.030 -1.068
H -12.24746 -37.48067 -1.90855 0.272 0.176 0.039
H -13.49241 -37.08335 -0.77979 0.035 0.345 0.032
H -12.18666 -38.97686 0.22677 -0.129 0.009 -0.402
H -11.80889 -37.56108 1.15510 -0.209 0.278 -0.120
H -10.68690 -38.07727 -0.06696 -0.014 -0.219 0.037
H -14.45807 -35.16983 -1.56706 0.069 -0.140 0.371
H -14.16847 -33.56059 -2.16028 0.196 0.081 -0.018
H -13.73738 -33.92339 -0.45956 0.057 -0.094 0.039
O -13.05686 -32.36821 -11.75034 0.010 0.175 0.174
S -13.61262 -32.92521 -10.55478 -1.253 -0.504 -0.573
O -12.90122 -32.87505 -9.31833 0.334 0.007 0.108
O -15.04705 -32.22434 -10.35836 0.956 -0.305 -0.258
C -15.67668 -32.37059 -9.06252 -0.545 -0.185 0.332
C -17.15441 -32.63330 -9.28130 -0.637 0.302 -0.332
C -14.13294 -34.60413 -10.91486 -0.278 0.660 0.701
H -15.50668 -31.42889 -8.53977 -0.084 -0.039 0.095
H -15.21093 -33.15614 -8.46580 0.082 -0.075 -0.210
H -17.61444 -31.75672 -9.74650 0.013 0.093 0.156
H -17.69620 -32.85491 -8.36119 0.315 0.217 0.194
H -17.42539 -33.45968 -9.94187 0.667 -0.205 0.007
H -13.25060 -35.14659 -11.23720 -0.063 -0.119 -0.003
H -14.95541 -34.56570 -11.62468 0.307 0.077 -0.347
H -14.57133 -34.99604 -9.99479 0.288 -0.180 0.052
O -12.56263 -41.15667 -0.35988 -0.105 -0.295 -0.188
S -12.50334 -41.45907 -1.76219 -0.663 0.396 -1.337
O -11.29712 -41.18185 -2.49509 -0.025 -0.549 0.453
O -12.85252 -43.02481 -1.98604 0.641 0.594 0.367
C -13.86859 -43.60953 -1.14163 -0.545 -0.076 -0.325
C -14.97312 -44.15018 -2.03970 0.508 0.252 0.096
C -13.83576 -40.71796 -2.70223 0.166 -0.220 0.519
H -14.28824 -42.86766 -0.46180 0.248 0.041 0.081
H -13.39249 -44.40075 -0.56320 0.060 0.055 0.034
H -15.46024 -43.32389 -2.55305 -0.176 -0.079 -0.021
H -15.69937 -44.68817 -1.43072 -0.051 -0.086 -0.138
H -14.53072 -44.78663 -2.80566 -0.164 -0.192 0.061
H -13.62319 -40.84791 -3.75935 0.268 -0.004 0.085
H -13.95412 -39.66138 -2.44186 -0.188 0.012 0.033
H -14.73610 -41.29767 -2.51485 -0.145 0.282 0.322
F -12.98049 -41.42515 -8.69103 -0.043 0.023 0.167
C -12.63613 -40.38153 -9.46589 0.483 0.214 -0.612
C -13.48917 -39.30538 -9.59792 -0.703 -0.307 0.361
C -13.15833 -38.26753 -10.45048 0.695 -0.080 -0.015
C -11.91231 -38.27192 -11.06138 0.153 -0.061 -0.892
C -11.06909 -39.37610 -10.97338 -0.369 -0.146 0.589
C -11.43713 -40.44294 -10.16063 0.151 0.082 0.396
H -14.40398 -39.29398 -9.01794 -0.077 0.005 -0.192
H -13.83126 -37.45549 -10.68214 -0.177 0.021 0.453
H -11.63576 -37.42458 -11.67568 0.052 -0.044 -0.046
H -10.12940 -39.46778 -11.50156 0.012 0.371 -0.088
H -10.74750 -41.25773 -9.97475 -0.174 -0.184 -0.168
F -15.40202 -31.64732 -4.69714 -0.121 -0.036 -0.038
C -14.43419 -31.17687 -5.50163 0.074 0.341 0.288
C -14.49304 -29.85553 -5.90645 -0.236 0.262 -0.331
C -13.50256 -29.38009 -6.75241 0.403 -0.219 0.171
C -12.44069 -30.20528 -7.07578 0.835 -0.264 -0.203
C -12.33626 -31.50621 -6.59504 -0.966 0.290 -0.178
C -13.38470 -32.00718 -5.82645 0.501 -0.322 0.024
H -15.29451 -29.19886 -5.59530 -0.131 -0.205 0.081
H -13.49142 -28.36575 -7.12802 -0.246 0.049 0.094
H -11.62375 -29.85058 -7.69471 -0.160 0.202 -0.059
H -11.50809 -32.12441 -6.91066 0.010 -0.121 0.169
H -13.38226 -33.01984 -5.44398 -0.009 0.010 0.009
F -7.09980 -36.94299 -1.33083 -0.117 -0.256 0.362
C -7.70814 -37.40194 -2.44167 0.150 0.072 -1.590
C -9.07445 -37.50707 -2.53576 -0.995 0.293 0.816
C -9.71914 -37.78771 -3.74443 0.891 0.388 0.171
C -8.92993 -37.97390 -4.85772 0.268 -0.544 -0.703
C -7.53316 -37.93287 -4.78034 -0.627 -0.114 0.385
C -6.92363 -37.62881 -3.57284 0.295 0.018 0.060
H -9.68565 -37.30868 -1.66236 0.127 0.065 0.018
H -10.79595 -37.75882 -3.83712 -0.057 -0.201 0.229
H -9.38561 -38.22183 -5.80991 0.022 0.145 -0.026
H -6.94810 -38.17712 -5.65676 0.056 0.156 -0.038
H -5.84356 -37.55234 -3.52692 -0.014 0.018 0.188
```
Positions in Å, forces in eV/Å.

2S+1	1
charge	-2

---

No. 2
An isolated molecule of C16H12O6, computed with ωB97M-V/def2-TZVPD.

```
34
Properties=species:S:1:pos:R:3:forces:R:3
O 1.21894 -4.80324 2.62501 0.763 -1.397 0.646
C 0.93551 -3.80425 2.03481 -0.119 -0.694 -0.940
C 0.12831 -2.80611 2.58130 -3.264 3.378 2.813
C -0.23449 -1.63830 1.94552 0.819 -2.206 -0.164
C -1.24066 -0.57473 2.40679 0.327 -1.065 -1.558
C -1.39488 0.15317 1.06925 -2.324 2.568 -0.437
O -2.53163 -0.29502 0.38026 -1.347 -1.038 -1.955
C -1.58299 1.68691 1.11155 -0.258 -0.295 3.012
O -1.35477 2.41977 -0.10094 -0.488 -1.666 1.081
C -0.46268 1.85800 -1.00272 -1.194 3.511 0.679
C 0.03502 0.62138 -0.99169 1.443 -3.297 0.472
C 1.04351 0.33797 -1.96781 -0.198 -0.022 0.181
C 1.50472 1.30050 -2.86919 -0.203 -1.144 -0.255
C 0.99237 2.57850 -2.83444 -1.570 2.643 2.015
O 1.40764 3.70585 -3.50845 -1.202 0.757 0.857
C 0.01409 2.84888 -1.81468 1.311 0.609 -2.785
O -0.42337 4.17328 -1.63071 1.226 -1.731 -1.878
C -0.32107 -0.21820 0.19902 3.226 -0.407 -2.615
C 0.23094 -1.38474 0.54604 -0.531 0.513 2.172
C 1.20195 -2.28759 -0.12031 -0.250 1.232 0.141
C 1.28931 -3.65660 0.57023 1.359 1.932 -1.287
O 1.72410 -4.52873 -0.10817 0.200 -1.725 -0.090
H -0.36854 -2.99135 3.62005 1.298 0.132 -1.860
H -0.95344 0.10486 3.18115 0.716 0.206 0.541
H -2.15056 -1.07842 2.74369 -0.054 0.218 -0.285
H -2.30161 -0.24168 -0.58963 -0.743 -0.226 1.407
H -0.81360 1.91415 1.90743 -0.687 0.988 -0.794
H -2.67103 1.86720 1.53334 2.298 0.041 -1.115
H 1.55448 -0.62997 -2.07625 -0.669 0.471 0.372
H 2.19482 0.91281 -3.60870 0.188 0.616 -0.036
H 0.88276 4.51416 -3.09949 1.432 -2.412 -1.068
H -0.60458 4.07014 -0.72161 -1.046 0.982 2.167
H 0.91064 -2.44995 -1.15422 -0.208 -0.343 -0.081
H 2.14082 -1.67866 -0.25645 -0.249 -1.131 0.646
```
Positions in Å, forces in eV/Å.

SMILES string	O=C1C=C2C[C@@]3(O)COc4c(ccc(O)c4O)C3=C2CC1=O
2S+1	1

---

Number 1: largest force on an atom 3.220 eV/Å, gap between HOMO and LUMO 4.61 eV, DFT total energy -9741.81200 Ha. Number 2: largest force on an atom 5.475 eV/Å, gap between HOMO and LUMO 7.48 eV, DFT total energy -1068.24332 Ha.